Computed, not measured: a cluster of 5 separate species, C30H39B2F32NO10 in total at a distorted geometry, with ωB97M-V with the def2-TZVPD basis set.

Last column: Mulliken charge in e.
Geometry (Å):
1 F 1.856 -2.693 5.797  -0.28
2 F -7.516 -7.141 2.778  -0.28
3 C 3.917 -0.883 -1.273  0.42
4 C -5.803 -2.470 2.939  0.86
5 F -6.828 -5.214 0.916  -0.26
6 C -8.050 -5.893 2.845  0.08
7 C 3.201 -1.224 3.321  1.08
8 H -1.929 6.729 -2.302  0.21
9 F 6.585 -3.250 1.731  -0.22
10 H -1.173 4.453 -4.453  0.10
11 F -5.433 -2.051 4.179  -0.27
12 H -2.626 6.824 -7.372  0.30
13 O 0.703 4.584 -1.127  -0.42
14 F 2.182 -1.005 2.448  -0.25
15 H -2.318 5.191 0.855  0.25
16 H 0.884 -3.233 -2.186  0.31
17 H -0.024 6.021 -4.382  0.25
18 C 1.158 -3.301 4.809  0.70
19 O -3.144 0.817 2.344  -0.47
20 H -5.302 3.433 -1.280  0.34
21 F 7.762 -4.320 -1.454  -0.29
22 C -8.072 -5.243 1.467  0.91
23 H 3.979 -0.417 -0.285  0.14
24 C -8.675 -3.831 1.429  -0.71
25 O 1.969 -3.389 3.639  -0.40
26 H -9.183 -3.737 0.461  0.41
27 H -4.607 -0.720 -0.304  0.30
28 H -1.361 4.793 -8.361  0.32
29 O 0.848 7.013 -1.954  -0.63
30 C 3.224 -2.710 3.710  -0.65
31 C 0.787 3.365 -1.947  -0.08
32 F -0.944 -2.566 5.672  -0.27
33 H -4.629 6.923 1.171  0.24
34 F -1.026 -1.210 -2.878  -0.35
35 H -3.720 2.623 -1.917  0.20
36 H 10.361 -3.029 0.110  0.32
37 H -9.473 -3.693 2.169  0.31
38 H -3.474 7.901 -0.169  0.22
39 C -4.136 3.374 -1.088  -0.72
40 F 2.329 -1.242 -4.033  -0.20
41 F 10.522 -0.779 1.880  -0.34
42 F 9.713 -2.322 4.005  -0.28
43 O -4.178 -0.770 0.608  -0.62
44 H 0.260 2.503 -1.311  0.06
45 H 10.069 -1.376 -0.321  0.41
46 F 6.044 -5.062 0.650  -0.29
47 F 8.796 -4.551 0.437  -0.28
48 O -7.736 -2.754 1.441  -0.35
49 H -1.762 7.638 -5.199  0.29
50 B -3.978 0.612 1.107  0.77
51 C -1.192 5.028 -7.203  -0.79
52 H 0.159 3.417 -2.956  -0.03
53 F 8.371 -1.112 1.910  -0.25
54 H 4.000 -0.380 5.161  0.32
55 C -7.315 -2.324 2.734  0.78
56 F 3.395 0.027 -2.135  -0.23
57 C 0.979 -1.317 -4.093  -0.01
58 H -3.237 6.594 -4.590  0.18
59 C 3.139 -0.257 4.497  -0.06
60 C 0.709 -2.261 -1.709  -0.86
61 C -0.195 -2.634 4.539  0.26
62 H 5.774 -3.226 -0.086  -0.38
63 C -1.413 5.707 -2.561  -0.04
64 H 3.739 -2.890 4.661  0.38
65 O -4.640 1.742 0.415  -0.31
66 F 0.966 -4.584 5.221  -0.29
67 F -8.827 -6.028 0.635  -0.33
68 C 3.073 -2.161 -1.230  0.57
69 N -3.775 2.790 0.259  -0.34
70 H -3.623 0.329 3.086  0.30
71 O -2.207 4.513 -2.231  -0.17
72 F 3.140 1.031 4.059  -0.28
73 H 3.848 -3.216 2.963  0.27
74 F 5.180 -1.143 -1.704  -0.26
75 F 3.038 -2.810 -2.418  -0.31
76 H 0.860 7.414 -1.029  0.30
77 C 9.789 -2.833 2.747  0.07
78 F 4.351 -0.972 2.619  -0.32
79 C -1.127 5.619 -4.206  -0.39
80 H 1.877 3.038 -2.236  0.26
81 F 2.007 -0.409 5.224  -0.21
82 C 6.511 -3.794 0.489  0.97
83 C -3.052 5.584 0.015  -0.07
84 C -3.772 6.873 0.352  -0.74
85 F -8.040 -2.965 3.681  -0.28
86 B 0.095 5.714 -1.857  0.53
87 F -5.413 -3.767 2.838  -0.25
88 C -2.163 6.527 -5.096  -0.53
89 H -9.060 -5.987 3.257  0.28
90 C -2.447 5.917 -6.619  -0.46
91 H -3.373 5.203 -6.535  0.23
92 C 9.644 -2.211 0.249  -0.73
93 H 0.701 -2.265 -4.562  0.29
94 F -0.040 -1.358 4.102  -0.23
95 H -4.081 5.550 -2.020  0.25
96 H -0.177 -2.421 -1.083  0.47
97 C -3.381 4.830 -1.404  0.29
98 H -1.246 3.970 -6.663  0.16
99 C 9.560 -1.741 1.709  0.91
100 H -0.166 5.584 -7.016  0.21
101 C 0.335 -1.166 -2.719  0.97
102 F 8.853 -3.808 2.677  -0.18
103 F -7.667 -1.012 2.817  -0.29
104 F 3.609 -3.039 -0.340  -0.22
105 F 0.578 -0.316 -4.921  -0.27
106 F 0.604 0.053 -2.179  -0.23
107 H -0.762 -3.184 3.782  0.24
108 H -2.791 2.389 0.201  0.23
109 H -5.246 -1.890 2.198  -0.36
110 O 8.394 -2.475 -0.391  -0.35
111 H 10.778 -3.289 2.635  0.27
112 O 1.740 -1.922 -0.780  -0.23
113 C 7.877 -3.791 -0.206  0.63
114 F -7.286 -5.201 3.723  -0.20

The highest occupied orbital energy is -7.7301 eV. As for the total energy: -142012.9395 eV. The value obtained for the LUMO energy is -0.35 eV. The HOMO-LUMO gap comes out at 0.2712 Eh.